Below is an isolated molecule of C3H5N3O, with properties calculated with ωB97M-V with the def2-TZVPD basis set.

ORCA input file:
```
! wB97M-V def2-TZVPD RIJCOSX def2/J DEFGRID3
* xyz 0 1
C 1.85939 -0.16922 0.02219
C 0.42321 -0.13373 0.30474
N -0.27869 -1.16161 0.63241
N -1.56585 -0.78001 0.35660
C -1.66529 0.46904 -0.21791
O -2.61948 1.06069 -0.67707
N -0.35031 0.90838 -0.14298
H 1.88572 -0.09178 -1.06926
H 2.26500 -1.12218 0.37078
H 2.36514 0.69091 0.45692
H -2.29584 -1.45597 0.48161
H -0.04016 1.78974 -0.52703
*
```

Values from the calculation:
ΔE to the lowest compared entry with this formula, charge and spin ... 45.59 kJ/mol
Structure (SMILES) ... Cc1n[nH]c(=O)[nH]1
Gap between HOMO and LUMO ... 0.352 hartree



Below is an isolated molecule of C3H5N3O, with properties calculated with ωB97M-V with the def2-TZVPD basis set.

ORCA input file:
```
! wB97M-V def2-TZVPD RIJCOSX def2/J DEFGRID3
* xyz 0 1
N -0.93925 -1.45024 0.21814
C -0.19365 -0.30011 -0.35302
C -0.77364 -1.07278 -1.24385
O 0.65320 1.34488 -2.02800
N 1.01862 1.60868 -0.87103
C 0.55520 0.75716 0.10318
N 0.87922 0.93876 1.47621
H -1.77135 -1.22925 0.76342
H -0.42604 -2.25133 0.57701
H -1.50859 -1.09320 -2.02770
H 1.88310 0.87138 1.61377
H 0.62317 1.87604 1.77187
*
```

Values from the calculation:
ΔE to the lowest compared entry with this formula, charge and spin ... 640.71 kJ/mol
Structure (SMILES) ... N/C(=N/[O-])C1=C[NH2+]1
Gap between HOMO and LUMO ... 0.296 hartree